An isolated molecule of C28H24N2O4 in a non-equilibrium geometry, computed with ωB97M-V/def2-TZVPD.

Last column: Löwdin charge in e.
Cartesian coordinates (Å):
1 O -2.53 2.52 -1.12  0.0598
2 O 0.46 4.86 2.75  -0.0973
3 O -1.10 -1.81 -2.41  0.0355
4 O 6.04 -1.78 1.28  -0.0917
5 N -1.60 -1.72 0.54  -0.0518
6 N 0.47 -2.38 0.73  0.0632
7 C -0.13 1.45 0.42  -0.1845
8 C 4.06 -3.21 1.43  -0.0065
9 C -3.01 -0.68 -4.64  -0.0119
10 C 3.80 -0.80 1.07  0.0339
11 C -1.64 -3.09 0.82  -0.0157
12 C 2.67 -3.35 1.41  -0.0141
13 C 6.87 -2.93 0.93  -0.0470
14 C 1.13 2.07 0.48  -0.0346
15 C -1.50 -0.64 -2.48  -0.3434
16 C -4.69 1.11 -4.70  -0.0828
17 C -2.24 1.53 -1.77  -0.3382
18 C 1.86 -2.30 0.97  -0.1856
19 C -1.18 0.49 -1.60  -0.0997
20 C -3.00 1.09 -2.98  -0.1032
21 C 4.68 -1.92 1.26  -0.2455
22 C -4.12 -0.07 -5.26  -0.0829
23 C -0.38 0.21 -0.41  -0.1433
24 C -0.50 5.30 3.73  -0.0707
25 C 1.31 3.21 1.26  0.0077
26 C -0.37 -3.51 0.93  -0.0040
27 C 0.25 3.69 2.08  -0.2601
28 C -0.95 2.95 2.17  0.0032
29 C -2.50 -0.13 -3.45  -0.0964
30 C -4.09 1.71 -3.59  -0.0141
31 C -1.09 1.81 1.37  -0.0231
32 C -2.82 -0.93 0.47  0.0122
33 C -0.36 -1.30 0.39  -0.0353
34 C 2.47 -1.06 0.76  -0.0068
35 H -4.56 -0.48 -6.18  0.1011
36 H -4.47 2.66 -3.20  0.1153
37 H -0.70 4.49 4.43  0.0907
38 H -1.99 1.20 1.43  0.0967
39 H -3.58 -1.51 -0.07  0.1132
40 H -5.57 1.56 -5.18  0.1018
41 H -2.54 -1.55 -5.11  0.1136
42 H -1.76 3.28 2.84  0.1070
43 H -2.54 -3.69 0.78  0.1291
44 H 0.49 -0.39 -0.70  0.1093
45 H -2.66 0.01 -0.07  0.0699
46 H 7.91 -2.62 0.94  0.0910
47 H 4.72 -4.08 1.60  0.1059
48 H 2.17 -4.28 1.71  0.1049
49 H 2.27 3.75 1.22  0.1174
50 H -1.41 5.64 3.24  0.0961
51 H -3.22 -0.67 1.46  0.1094
52 H 4.11 0.25 1.10  0.1213
53 H -0.04 -4.54 0.93  0.1295
54 H 6.61 -3.28 -0.06  0.0958
55 H 1.96 1.70 -0.15  0.1207
56 H -0.01 6.13 4.23  0.0899
57 H 6.73 -3.73 1.65  0.0748
58 H 1.85 -0.26 0.33  0.0707

Output
**Net charge**: 0
**Energy relative to the best compared isomer or geometry (same formula, charge and spin)**: 86.5 kcal per mole
**HOMO-LUMO gap**: 7.15 eV
**Energy**: -40590.8474 eV
**HOMO energy**: -6.97 eV
**F_max**: 3.74 eV Å⁻¹

A structure of composition C28H24N9O4RhSSe2Te2 in a non-equilibrium geometry, computed with ωB97M-V/def2-TZVPD.

Last column: Löwdin charge in e.
Cartesian coordinates (Å):
1 Te 2.22 6.46 -2.53  0.0354
2 Te 2.48 7.65 -0.28  0.1633
3 Rh 1.77 2.12 1.32  0.4287
4 Se 2.17 5.81 1.43  -0.0400
5 Se 1.75 4.06 0.03  0.1357
6 S -0.25 -0.06 7.97  0.4097
7 O 0.02 -1.43 8.36  -0.3435
8 O 0.51 0.94 8.70  -0.3661
9 O -1.64 0.27 7.75  -0.3469
10 O -3.98 -3.90 -9.02  -0.0751
11 N 1.89 4.08 5.29  0.1363
12 N -2.14 -1.88 -3.15  0.1858
13 N -0.15 -0.24 1.06  0.1063
14 N 2.30 0.39 2.53  -0.0062
15 N 2.07 3.85 7.55  0.1944
16 N 1.78 3.08 3.06  -0.0287
17 N 1.76 1.03 -0.56  -0.0454
18 N -0.46 -1.10 -4.38  0.1901
19 N 2.26 1.96 6.26  0.1819
20 C 2.25 -0.50 4.81  -0.0483
21 C 0.80 0.23 -1.11  -0.1080
22 C 0.81 -0.02 -2.49  -0.0715
23 C 1.67 -0.61 6.06  -0.0780
24 C -0.27 -0.77 -3.06  -0.1765
25 C -3.35 -3.36 -7.94  -0.2761
26 C -1.29 -1.24 -2.28  -0.1315
27 C 1.85 0.45 -3.29  0.0159
28 C 2.78 1.42 -1.34  -0.1900
29 C -1.60 -2.15 -6.83  -0.0132
30 C -0.25 -0.35 -0.27  -0.1388
31 C 2.87 1.15 -2.70  -0.0302
32 C -2.29 -1.62 -0.04  0.0008
33 C 1.65 0.28 3.82  -0.3381
34 C 0.48 0.05 6.33  -0.2727
35 C -3.43 -3.02 -5.56  -0.0249
36 C -2.15 -2.66 -8.00  -0.0050
37 C -0.13 0.81 5.34  -0.0375
38 C 2.09 3.29 6.34  -0.4564
39 C -2.18 -1.48 1.32  -0.0259
40 C -3.37 -3.74 -10.29  -0.0764
41 C -3.99 -3.54 -6.71  0.0057
42 C 0.45 0.93 4.09  -0.1092
43 C -1.07 -0.79 1.82  -0.1033
44 C 1.85 3.52 4.12  -0.3197
45 C -1.31 -1.07 -0.87  -0.0721
46 C -2.22 -2.32 -5.61  -0.1589
47 C -1.60 -1.76 -4.40  -0.2546
48 H -0.02 1.54 3.32  0.0958
49 H -3.95 -3.18 -4.63  0.1052
50 H 3.18 -1.01 4.59  0.1197
51 H -0.66 -1.61 -6.87  0.1141
52 H -2.39 -4.20 -10.32  0.0957
53 H 2.12 -1.21 6.83  0.1253
54 H 2.50 1.41 7.06  0.1187
55 H -2.91 -1.89 2.00  0.1147
56 H -0.94 -0.69 2.89  0.1026
57 H -3.29 -2.68 -10.55  0.0959
58 H -3.13 -2.17 -0.46  0.1151
59 H 3.55 1.98 -0.86  0.0749
60 H 3.71 1.52 -3.26  0.1154
61 H -4.92 -4.08 -6.69  0.1222
62 H -3.00 -2.35 -2.92  0.1467
63 H 2.01 -0.35 1.89  0.0806
64 H 2.14 3.31 8.40  0.1125
65 H 3.30 0.29 2.70  0.0997
66 H -1.64 -2.51 -8.94  0.1038
67 H 1.84 4.83 7.61  0.1137
68 H -4.03 -4.23 -11.00  0.0934
69 H 2.36 1.53 5.35  0.0683
70 H 1.83 0.24 -4.35  0.1222
71 H -1.06 1.31 5.57  0.1228

Output
**Net charge**: 0
**Energy relative to the best compared isomer or geometry (same formula, charge and spin)**: 109.3 kcal per mole
**HOMO-LUMO gap (spin up / spin down)**: 4.18 / 4.18 eV
**Energy**: -210149.9762 eV
**HOMO energy (spin up / spin down)**: -7.17 / -7.16 eV
**F_max**: 2.16 eV Å⁻¹

A structure of composition C28H25BrCrNP in a non-equilibrium geometry, computed with ωB97M-V/def2-TZVPD.

Last column: Mulliken spin population.
Cartesian coordinates (Å):
1 Br 1.34 -2.56 1.27  -0.0127
2 Cr -0.76 -1.20 1.21  3.2579
3 P -0.37 0.74 3.69  -0.0298
4 N -0.48 0.24 2.19  -0.1102
5 C -0.80 -1.91 4.31  0.0913
6 C 3.84 2.23 4.87  -0.0007
7 C 1.39 1.51 -2.02  -0.0027
8 C -0.88 -2.98 5.19  0.0373
9 C -4.15 3.31 4.05  -0.0014
10 C -1.94 2.97 3.13  0.0132
11 C 2.73 3.08 5.05  0.0003
12 C -0.28 -1.49 7.04  -0.0020
13 C 1.20 2.05 -0.71  0.0055
14 C -0.21 -0.43 6.14  -0.0088
15 C 1.26 1.42 4.04  -0.0041
16 C -2.46 0.02 0.45  -0.0200
17 C -4.00 2.14 4.81  0.0002
18 C -0.50 -0.64 4.79  -0.0160
19 C -2.64 -1.47 0.50  -0.1391
20 C -1.32 -0.84 -1.34  -0.0827
21 C -0.63 -2.76 6.55  0.0033
22 C 3.67 1.01 4.20  0.0008
23 C -2.82 1.41 4.73  -0.0045
24 C -1.90 0.33 -0.80  -0.0075
25 C 1.47 2.68 4.62  -0.0021
26 C 2.77 0.37 -0.54  -0.0002
27 C 2.38 0.61 3.78  -0.0064
28 C -1.73 -1.95 -0.56  0.0983
29 C 2.15 1.43 0.17  0.0071
30 C -1.72 1.87 3.99  -0.0116
31 C 2.35 0.45 -1.92  -0.0006
32 C -3.12 3.71 3.19  0.0013
33 H -1.91 1.29 -1.31  0.0011
34 H 0.10 0.57 6.47  0.0001
35 H 0.83 1.80 -2.92  -0.0005
36 H -5.09 3.88 4.12  -0.0001
37 H -0.90 -0.87 -2.31  0.0043
38 H -0.04 -1.30 8.10  0.0005
39 H -2.77 0.42 5.19  0.0005
40 H 3.44 -0.39 -0.12  0.0019
41 H 2.04 1.47 1.29  -0.0066
42 H 4.82 2.53 5.24  0.0000
43 H 2.86 4.05 5.54  -0.0001
44 H 4.54 0.38 4.01  0.0000
45 H -3.12 -2.02 1.34  0.0156
46 H 2.63 -0.25 -2.72  0.0003
47 H -3.29 4.58 2.56  0.0001
48 H -0.94 -2.13 3.23  -0.0981
49 H -1.36 -2.95 -0.70  0.0258
50 H -3.04 0.75 1.02  0.0025
51 H -4.82 1.78 5.45  0.0000
52 H 2.26 -0.35 3.26  0.0024
53 H 0.45 2.80 -0.43  -0.0011
54 H -1.12 -4.00 4.85  0.0001
55 H -1.21 3.22 2.34  -0.0018
56 H 0.61 3.33 4.72  -0.0005
57 H -0.69 -3.58 7.28  0.0001

Output
**Net charge**: -1
**HOMO-LUMO gap (spin up / spin down)**: 4.27 / 4.50 eV
**Energy**: -138682.7563 eV
**HOMO energy (spin up / spin down)**: -2.22 / -2.23 eV
**F_max**: 3.35 eV Å⁻¹
**Spin multiplicity**: 4

A structure of composition C28H25BrNPRu in a non-equilibrium geometry, computed with ωB97M-V/def2-TZVPD.

Last column: Mulliken spin population.
Cartesian coordinates (Å):
1 Ru 1.27 0.50 -1.04  2.4832
2 Br 0.26 2.42 -2.22  0.1747
3 P 3.14 2.10 0.94  0.0544
4 N 1.80 1.17 0.45  0.9487
5 C -3.20 -0.16 1.15  0.0084
6 C -2.50 -1.20 1.85  0.0220
7 C 0.41 -0.60 -2.80  -0.0569
8 C -1.76 0.82 2.68  0.0218
9 C 2.02 6.52 1.33  0.0199
10 C -2.76 1.09 1.69  0.0036
11 C 3.94 1.86 4.93  -0.1336
12 C 3.68 4.81 0.96  0.0159
13 C -0.19 -1.03 -1.57  0.1277
14 C 3.92 1.70 2.50  0.0352
15 C 4.26 2.70 -1.52  0.0235
16 C 0.85 -1.59 -0.74  0.0260
17 C 3.26 1.96 3.72  0.2449
18 C 4.86 2.31 -2.71  -0.0374
19 C 5.40 0.15 -1.77  -0.0217
20 C 1.83 -0.85 -2.72  0.1563
21 C 5.29 1.48 4.96  0.2920
22 C 1.34 4.19 1.25  0.0752
23 C -1.62 -0.59 2.79  -0.0035
24 C 2.09 -1.49 -1.46  0.0477
25 C 2.68 3.83 1.01  0.0589
26 C 4.82 0.53 -0.57  0.0184
27 C 5.28 1.31 2.55  0.1299
28 C 5.42 1.04 -2.85  0.0802
29 C 1.02 5.54 1.42  -0.0179
30 C 5.95 1.20 3.76  -0.0810
31 C 4.24 1.80 -0.44  0.1113
32 C 3.35 6.16 1.10  -0.0023
33 H 0.74 -2.00 0.26  0.0047
34 H -2.70 -2.25 1.76  -0.0013
35 H -3.10 2.07 1.38  0.0018
36 H 5.82 1.40 5.91  0.0333
37 H 5.85 0.73 -3.80  0.0123
38 H 0.57 3.43 1.31  -0.0080
39 H 4.81 -0.18 0.27  -0.0030
40 H -0.91 -1.13 3.43  0.0006
41 H 4.85 3.01 -3.56  -0.0006
42 H -1.15 1.57 3.19  -0.0016
43 H 5.82 1.11 1.62  0.0444
44 H -0.12 -0.16 -3.63  0.0046
45 H 3.03 -1.90 -1.12  0.0018
46 H -0.01 5.83 1.61  0.0005
47 H 2.21 2.25 3.71  0.0391
48 H 3.78 3.67 -1.43  0.0146
49 H -1.24 -0.91 -1.31  0.0305
50 H 3.43 2.08 5.87  -0.0092
51 H 1.76 7.57 1.45  0.0025
52 H 4.13 6.91 1.03  -0.0002
53 H -3.93 -0.30 0.37  0.0013
54 H 2.57 -0.60 -3.48  0.0165
55 H 5.81 -0.85 -1.88  -0.0041
56 H 6.99 0.88 3.77  -0.0066
57 H 4.73 4.51 0.82  0.0006

Output
**Net charge**: -1
**Energy relative to the best compared isomer or geometry (same formula, charge and spin)**: 23.0 kcal per mole
**HOMO-LUMO gap (spin up / spin down)**: 3.89 / 3.12 eV
**Energy**: -112839.9670 eV
**HOMO energy (spin up / spin down)**: -1.54 / -2.76 eV
**F_max**: 5.35 eV Å⁻¹
**Spin multiplicity**: 6